No. 1
A single C4H6N2OS molecule. Source: the OMol25 dataset; level of theory: wB97M-V/def2-TZVPD.

Structure (XYZ):
```
14
Properties=species:S:1:pos:R:3:forces:R:3:mulliken_charge:R:1
H -3.447 0.125 0.184 0.852 -0.156 -0.146 0.213
N -2.658 -0.496 -0.069 0.189 1.070 0.080 -0.651
C -1.528 0.083 -0.257 -2.736 -1.514 0.109 0.606
N -1.161 1.393 -0.086 0.299 -0.741 -0.266 -0.207
S 0.421 1.781 -0.383 2.295 0.727 -0.682 -0.146
C 1.352 0.425 0.375 -1.424 -0.219 0.024 -0.179
C 1.845 -0.728 -0.435 2.087 -1.017 -1.088 -0.628
C 0.530 -0.851 0.178 -0.233 -0.729 0.195 -0.085
O -0.554 -0.726 -0.739 0.841 0.079 0.689 -0.382
H -1.614 1.980 0.568 -0.669 0.098 0.712 0.251
H 1.811 0.604 1.308 0.218 0.242 0.941 0.390
H 1.932 -0.577 -1.501 -0.492 0.052 -0.184 0.229
H 2.699 -1.410 -0.133 -1.186 1.221 0.279 0.243
H 0.372 -1.602 0.988 -0.040 0.888 -0.663 0.347
```
Positions in Å, forces in eV/Å.

As for the charge: 0. The electronic energy comes out at -738.88751 Ha. As for the highest occupied orbital energy: -8.674 eV. As for the structure (SMILES): [H]/N=C1\NS[C@@H]2C[C@@H]2O1.


No. 2
2 unconnected molecules or ions with the total composition C3H6O3. Source: the OMol25 dataset; level of theory: wB97M-V/def2-TZVPD.

Structure (XYZ):
```
12
Properties=species:S:1:pos:R:3:forces:R:3:mulliken_charge:R:1
O -1.305 0.854 -1.122 -0.090 -0.067 -0.208 -0.627
C -0.830 -0.505 0.244 0.076 -0.167 0.124 -0.539
C 0.594 -0.365 0.003 -0.258 0.155 0.018 0.714
O 0.972 -0.391 -1.220 -0.027 -0.100 0.034 -0.820
C 1.318 0.507 1.035 0.383 0.190 -0.018 -0.060
O 2.307 1.141 0.798 -0.479 -0.289 0.144 -0.415
H -1.998 0.533 -1.717 0.102 0.102 0.105 0.348
H -1.333 -1.283 -0.319 0.073 0.134 0.031 0.288
H -1.298 -0.169 1.168 0.093 -0.016 -0.120 0.310
H 0.479 -1.403 0.700 0.087 0.040 -0.037 0.129
H -0.428 0.555 -1.537 -0.025 0.000 0.030 0.425
H 0.844 0.503 2.047 0.064 0.017 -0.103 0.249
```
Positions in Å, forces in eV/Å.

As for the charge: 0. The electronic energy comes out at -343.48183 Ha. As for the highest occupied orbital energy: -9.208 eV.


No. 3
A molecular structure, C19H46N3NaO9. Source: the OMol25 dataset; level of theory: wB97M-V/def2-TZVPD.

Structure (XYZ):
```
78
Properties=species:S:1:pos:R:3:forces:R:3:mulliken_charge:R:1
Na 1.765 0.826 1.661 0.095 0.203 0.237 0.931
O 1.769 3.599 7.034 -0.558 0.869 1.413 -0.464
C 1.732 2.914 5.903 -2.994 -1.524 -4.040 0.717
O 2.827 2.666 5.408 3.078 -0.553 -0.630 -0.772
O 0.657 2.623 5.293 -0.220 0.340 1.467 -0.764
H 2.712 3.753 6.940 0.725 0.536 1.103 0.305
C 9.476 0.067 -1.343 -1.379 0.756 0.825 -0.747
O 8.078 0.322 -0.996 0.618 0.572 0.627 -0.348
C 7.880 1.015 0.268 -0.092 0.270 -0.424 -0.516
C 6.357 1.198 0.507 0.483 -1.093 -0.284 -0.770
N 5.596 0.017 0.104 -0.457 -0.847 0.736 -0.325
C 6.097 -1.276 0.681 -0.870 0.189 -0.182 -0.372
C 5.070 -2.446 0.499 -0.014 0.961 -0.372 -0.645
O 3.954 -2.440 1.377 -0.181 0.705 -0.296 -0.292
C 4.230 -2.669 2.717 -0.018 -0.015 1.108 -0.793
H 9.996 1.024 -1.377 0.184 -0.005 -0.206 0.298
H 9.485 -0.425 -2.315 -0.022 0.034 0.207 0.240
H 9.932 -0.541 -0.561 0.101 -0.228 -0.089 0.317
H 8.291 2.023 0.322 0.379 0.253 -0.731 0.465
H 8.417 0.530 1.083 -0.264 -0.694 0.080 0.351
H 5.977 2.029 -0.087 0.150 0.054 -0.031 0.359
H 6.139 1.416 1.552 0.274 0.063 0.101 0.357
H 5.722 -0.047 -0.896 -0.103 -0.204 -0.175 0.316
H 6.278 -1.189 1.752 -0.037 0.388 0.086 0.356
H 7.068 -1.478 0.228 -0.033 -0.576 -0.072 0.240
H 5.532 -3.432 0.548 0.380 -0.004 0.029 0.378
H 4.570 -2.333 -0.463 0.371 -0.108 -0.265 0.249
H 4.858 -3.547 2.869 0.003 -0.254 -0.011 0.330
H 3.289 -2.783 3.255 -0.129 -0.390 -0.231 0.264
H 4.696 -1.844 3.257 0.402 0.355 -0.301 0.313
C -4.646 -3.294 3.203 0.082 0.061 0.711 -0.763
O -5.116 -2.221 2.442 -0.137 0.840 -1.350 -0.314
C -4.238 -1.102 2.210 0.034 -0.252 2.031 -0.585
C -5.017 0.090 1.697 0.382 -1.398 0.285 -0.689
N -5.397 -0.292 0.388 -0.307 1.335 -1.940 -0.059
C -5.947 0.872 -0.330 0.579 -1.748 -0.812 -0.906
C -6.514 0.464 -1.721 -1.210 0.712 1.388 -0.380
O -7.401 -0.672 -1.717 0.161 0.292 0.115 -0.371
C -8.589 -0.559 -0.886 1.577 0.410 -0.412 -0.647
H -3.671 -3.706 2.940 0.373 0.440 -0.273 0.288
H -5.314 -4.150 3.114 -0.368 0.309 -0.087 0.238
H -4.640 -2.950 4.237 0.275 -0.383 0.342 0.300
H -3.410 -1.389 1.562 -0.150 0.056 -0.418 0.259
H -3.782 -0.757 3.138 0.114 -0.399 0.583 0.473
H -4.378 0.972 1.733 0.051 0.034 -0.246 0.404
H -5.925 0.286 2.267 0.125 0.118 0.793 0.378
H -6.039 -1.067 0.478 -0.257 0.005 -0.396 0.258
H -5.103 1.528 -0.539 0.104 0.182 -0.030 0.369
H -6.621 1.465 0.288 -0.577 -0.056 -0.019 0.348
H -5.727 0.354 -2.468 -0.068 -0.690 0.218 0.251
H -7.057 1.365 -2.007 -0.397 0.102 -0.476 0.376
H -9.166 0.323 -1.163 -0.220 -0.044 -0.169 0.296
H -8.271 -0.432 0.148 -0.186 -0.109 0.231 0.254
H -9.155 -1.485 -0.997 0.090 0.198 -0.102 0.222
C -3.177 -1.566 -5.218 1.055 0.726 1.291 -0.573
O -2.067 -1.022 -4.482 0.454 -0.724 1.027 -0.293
C -1.954 -1.592 -3.165 0.822 0.010 -0.305 -0.467
C -0.708 -1.057 -2.368 -0.365 -0.124 -0.803 -0.862
N -0.758 0.294 -1.813 -0.822 0.107 0.004 -0.188
C -0.720 1.405 -2.767 0.899 0.884 0.047 -0.604
C -0.628 2.771 -2.007 0.815 -0.775 0.077 -0.591
O 0.648 2.949 -1.324 -0.747 -0.311 -0.024 -0.264
C 0.666 4.103 -0.447 0.036 -0.693 -1.959 -0.840
H -3.114 -2.651 -5.301 0.227 -0.089 -0.368 0.278
H -3.085 -1.022 -6.157 -0.767 -0.396 -0.052 0.224
H -4.036 -1.357 -4.581 -0.663 0.189 -0.658 0.199
H -1.861 -2.678 -3.190 0.594 -0.400 -0.608 0.446
H -2.909 -1.568 -2.641 -0.241 1.046 0.443 0.318
H 0.196 -1.120 -2.974 -0.118 -0.174 -0.339 0.387
H -0.536 -1.737 -1.533 -0.208 -0.131 0.049 0.346
H -1.719 0.333 -1.505 -0.195 0.204 0.905 0.131
H -1.599 1.383 -3.412 -0.210 0.368 -0.046 0.363
H 0.124 1.320 -3.451 0.244 -0.168 0.155 0.396
H -1.458 2.750 -1.301 -0.055 0.346 0.376 0.298
H -0.717 3.637 -2.663 -0.375 -0.137 -0.298 0.383
H 1.720 4.366 -0.356 -0.017 -0.451 0.961 0.266
H 0.052 3.869 0.423 0.394 0.504 0.331 0.356
H 0.311 4.972 -1.002 -0.699 0.120 0.147 0.310
```
Positions in Å, forces in eV/Å.

As for the charge: 0. The electronic energy comes out at -1755.03312 Ha. As for the highest occupied orbital energy: -6.467 eV.


No. 4
A molecular structure, C33H32As2O4SSn. Source: the OMol25 dataset; level of theory: wB97M-V/def2-TZVPD.

Structure (XYZ):
```
73
Properties=species:S:1:pos:R:3:forces:R:3:mulliken_charge:R:1
Sn -0.896 -2.879 -0.120 0.052 0.078 -0.053 1.493
C -0.001 -6.751 -0.144 -0.009 -0.073 0.061 -1.612
C -0.229 -5.650 0.849 -0.039 -0.035 0.040 0.740
C 0.841 -4.885 1.330 -0.045 -0.004 0.022 -0.342
C 0.635 -3.846 2.230 -0.070 0.010 -0.037 -0.322
C -0.661 -3.543 2.668 0.018 -0.020 -0.012 -0.507
C -1.735 -4.328 2.237 0.036 0.063 0.021 -0.524
C -1.518 -5.369 1.336 0.091 -0.012 -0.100 -0.532
H -0.887 -6.935 -0.750 0.010 -0.001 0.003 0.405
H 0.235 -7.680 0.379 -0.001 -0.001 0.014 0.361
H 0.839 -6.527 -0.800 -0.003 -0.001 0.000 0.380
H 1.842 -5.101 0.981 0.047 0.002 -0.006 0.469
H 1.477 -3.263 2.581 0.010 0.008 0.000 0.417
H -0.825 -2.740 3.374 0.000 -0.009 0.017 0.470
H -2.734 -4.134 2.607 0.001 0.009 -0.014 0.451
H -2.352 -5.985 1.018 0.004 0.040 -0.043 0.489
C -0.354 0.355 1.457 -0.064 -0.180 -0.007 0.680
C -1.663 0.892 0.921 0.263 0.043 -0.076 -1.662
As -1.791 1.513 -0.955 -0.541 0.011 -0.136 1.451
C -2.713 3.166 -0.886 -0.074 -0.082 0.074 0.415
C -3.622 3.489 -1.891 0.007 -0.014 -0.045 -0.385
C -4.221 4.737 -1.875 0.008 -0.018 0.007 -0.753
C -3.891 5.655 -0.885 0.012 -0.015 0.002 -0.481
C -2.968 5.333 0.100 -0.003 -0.016 0.012 -0.834
C -2.378 4.078 0.111 0.013 -0.003 0.032 -0.283
C -0.792 1.572 -2.612 0.009 -0.145 0.149 0.540
C -1.416 1.040 -3.738 0.055 0.000 -0.043 -0.202
C -0.833 1.249 -4.979 -0.008 -0.014 0.017 -0.858
C 0.344 1.974 -5.091 -0.017 -0.012 0.000 -0.598
C 0.942 2.509 -3.961 0.022 0.005 0.061 -0.755
C 0.374 2.317 -2.709 0.006 0.081 0.005 -0.060
As 1.214 1.276 0.683 0.051 0.214 -0.156 0.475
C 2.193 1.886 2.229 -0.004 -0.022 0.020 0.274
C 2.170 1.245 3.466 0.072 0.035 0.017 -0.135
C 2.911 1.752 4.523 -0.026 -0.038 -0.015 -0.687
C 3.682 2.893 4.348 0.006 0.014 -0.008 -0.516
C 3.716 3.529 3.116 -0.016 -0.016 -0.005 -0.686
C 2.969 3.031 2.058 -0.019 -0.007 0.015 -0.664
C 2.186 -0.321 0.139 -0.092 -0.044 -0.018 0.478
C 3.177 -0.914 0.910 0.019 -0.099 0.022 -0.296
C 3.802 -2.076 0.466 -0.011 0.040 0.082 -0.855
C 3.442 -2.647 -0.746 -0.034 -0.021 -0.028 -0.575
C 2.462 -2.049 -1.531 -0.036 -0.062 -0.071 -0.563
C 1.837 -0.886 -1.092 0.036 0.086 -0.030 -0.360
H -0.238 -0.710 1.214 0.011 0.130 0.071 -1.204
H -0.346 0.436 2.545 -0.030 0.012 -0.001 0.762
H -2.012 1.778 1.452 0.118 -0.035 0.029 0.922
H -2.462 0.150 0.952 -0.071 0.112 0.006 0.634
H -3.871 2.778 -2.670 0.009 0.011 0.011 0.387
H -4.944 4.995 -2.636 -0.004 0.001 -0.007 0.422
H -4.357 6.631 -0.883 -0.007 0.013 -0.002 0.414
H -2.712 6.055 0.863 0.003 0.004 0.005 0.433
H -1.655 3.836 0.884 -0.036 0.027 -0.046 0.276
H -2.336 0.476 -3.683 0.005 0.023 -0.001 0.386
H -1.308 0.839 -5.859 -0.005 -0.007 -0.013 0.451
H 0.792 2.129 -6.063 0.004 0.003 -0.013 0.434
H 1.854 3.084 -4.047 0.012 0.015 0.000 0.464
H 0.837 2.752 -1.834 0.007 -0.020 0.013 0.490
H 1.593 0.340 3.617 -0.046 -0.003 -0.010 0.275
H 2.889 1.255 5.483 0.003 -0.001 0.014 0.416
H 4.258 3.286 5.174 0.010 0.002 0.012 0.401
H 4.319 4.416 2.979 0.006 0.014 -0.003 0.413
H 2.992 3.540 1.101 -0.008 -0.014 0.020 0.374
H 3.479 -0.465 1.849 0.017 -0.004 -0.007 0.488
H 4.586 -2.524 1.062 0.021 0.001 0.006 0.478
H 3.955 -3.532 -1.098 -0.006 -0.014 -0.013 0.498
H 2.225 -2.456 -2.509 -0.004 0.025 0.077 0.523
H 1.129 -0.380 -1.743 0.012 -0.086 0.061 0.225
O -3.124 0.321 -1.416 0.343 0.008 0.032 -0.461
S -2.731 -1.195 -1.553 0.202 -0.027 -0.074 1.215
O -3.418 -1.747 -2.655 -0.106 0.139 0.023 -0.571
O -2.975 -1.865 -0.237 0.070 -0.060 0.054 -0.754
O -1.225 -1.204 -1.645 -0.267 -0.043 -0.038 -0.730
```
Positions in Å, forces in eV/Å.

As for the charge: +2. The electronic energy comes out at -6661.14796 Ha. As for the highest occupied orbital energy: -13.911 eV.


No. 5
A single C4H8N2O2 molecule. Source: the OMol25 dataset; level of theory: wB97M-V/def2-TZVPD.

Structure (XYZ):
```
16
Properties=species:S:1:pos:R:3:forces:R:3:mulliken_charge:R:1
C -1.119 0.155 0.008 -0.010 1.002 -0.869 -0.050
C -1.007 -0.062 1.507 0.415 0.020 -0.303 -0.938
C 1.049 -1.436 -0.565 -1.802 -0.450 -0.100 -0.342
C 0.536 1.906 -1.113 -0.547 -1.148 0.630 -0.274
O 2.000 -2.268 -0.174 0.800 0.285 -0.063 -0.283
O -1.580 -0.902 -0.721 0.045 0.577 0.036 -0.405
N 1.319 -0.156 -0.497 2.630 -0.269 0.187 -0.838
N 0.338 0.719 -0.629 -1.782 -0.160 0.408 0.648
H 2.836 -1.817 0.076 -0.225 0.202 -0.037 0.302
H -0.879 -1.602 -0.723 0.547 0.059 0.088 0.470
H -1.764 1.004 -0.222 -0.032 0.041 0.119 0.259
H -0.748 0.865 2.007 -0.004 0.170 0.092 0.338
H -1.976 -0.413 1.873 0.084 0.102 -0.188 0.322
H -0.256 -0.803 1.758 0.047 -0.147 -0.066 0.263
H 1.496 2.168 -1.532 0.122 -0.202 0.124 0.317
H -0.246 2.642 -1.051 -0.289 -0.082 -0.060 0.210
```
Positions in Å, forces in eV/Å.

As for the charge: 0. The electronic energy comes out at -417.06816 Ha. As for the highest occupied orbital energy: -7.641 eV.


Molecular weight list, top to bottom, in g mol⁻¹: 130.172; 90.078; 483.579; 793.237; 116.120
Energy above the lowest of the compared OMol25 structures with the same formula, charge and spin list, top to bottom, in kcal per mole: 73.5; 108.4; 126.0; 27.8; 117.8
Strongest force on any atom list, top to bottom, in eV Å⁻¹: 3.129; 0.578; 5.254; 0.558; 2.651